Entry 1:
A 3-piece molecular cluster, C11H29BO10PS2 overall. Source: the Open Molecules 2025 dataset; level of theory: the ωB97M-V functional and the def2-TZVPD basis.

Properties
* HOMO level: -3.102 eV
* orbital gap: 4.9 eV

Structure (ORCA input):
```
! RIJCOSX wB97M-V def2-TZVPD def2/J DEFGRID3
* xyz -1 1
C 2.938 -0.873 2.636
C 3.850 0.283 2.192
C 3.731 1.580 3.023
C 3.263 2.796 2.223
C 1.743 2.905 1.890
C 0.814 1.811 2.377
P -1.011 2.462 2.491
C -1.543 1.017 3.705
B -2.282 -0.043 2.861
O -1.633 -1.217 2.524
O -3.601 0.126 2.418
H 3.496 -1.595 3.236
H 2.111 -0.515 3.243
H 2.531 -1.414 1.784
H 4.883 -0.066 2.257
H 3.680 0.515 1.140
H 3.102 1.406 3.895
H 4.725 1.824 3.411
H 3.559 3.691 2.777
H 3.835 2.803 1.291
H 1.646 2.968 0.804
H 1.374 3.859 2.283
H 0.781 0.979 1.669
H 1.064 1.469 3.378
H -0.590 3.324 3.644
H -0.695 3.565 1.556
H -1.416 1.629 1.318
H -2.384 2.985 2.595
H -2.189 1.492 4.448
H -0.708 0.554 4.239
H -2.028 -1.581 1.729
H -3.636 0.762 1.698
C -3.268 -1.084 -3.517
C -4.275 -1.763 -2.613
O -3.737 -1.561 -1.301
S -2.982 -0.145 -1.222
O -3.860 0.827 -0.683
O -1.688 -0.376 -0.711
O -2.898 0.100 -2.804
H -2.385 -1.702 -3.665
H -3.686 -0.800 -4.480
H -4.359 -2.830 -2.799
H -5.260 -1.293 -2.673
C 1.323 -2.230 -5.877
C 1.390 -1.759 -4.437
O 0.195 -2.301 -3.855
S -0.143 -3.711 -4.506
O 0.358 -4.756 -3.695
O -1.502 -3.688 -4.914
O 0.805 -3.568 -5.786
H 0.632 -1.625 -6.467
H 2.295 -2.263 -6.359
H 1.368 -0.678 -4.335
H 2.256 -2.165 -3.912
*
```

These are the natural (NBO) partial charges, in e, on atoms 1 to 5:
1 C -0.609
2 C -0.400
3 C -0.394
4 C -0.384
5 C -0.419

=====

Entry 2:
A 9-piece molecular cluster, C11H29F5NO8Si overall. Source: the Open Molecules 2025 dataset; level of theory: the ωB97M-V functional and the def2-TZVPD basis.

Properties
* HOMO level: -3.585 eV
* orbital gap: 5.6 eV

Structure (ORCA input):
```
! RIJCOSX wB97M-V def2-TZVPD def2/J DEFGRID3
* xyz -1 1
C 2.646 -1.826 2.969
Si 2.359 -1.335 1.122
C 2.701 0.543 1.028
C 3.697 -2.196 0.073
N 0.719 -1.818 0.756
C 0.164 -1.154 -0.338
F -0.954 -1.964 -0.785
F 1.031 -0.995 -1.467
C -0.484 0.200 0.126
C -1.389 0.173 1.268
C -1.948 1.436 1.717
C -1.566 2.645 1.004
C -0.675 2.668 -0.135
C -0.252 3.957 -0.877
F 0.765 4.603 -0.132
F -1.298 4.870 -1.068
F 0.349 3.605 -2.065
C -0.106 1.405 -0.599
H 1.767 -1.369 3.517
H 3.565 -1.354 3.398
H 2.567 -2.928 3.138
H 1.857 1.118 1.491
H 2.749 0.883 -0.046
H 3.652 0.802 1.579
H 4.723 -1.838 0.399
H 3.599 -1.860 -0.989
H 3.683 -3.307 0.189
H -1.583 -0.810 1.741
H -2.612 1.417 2.607
H -1.989 3.609 1.358
H 0.598 1.316 -1.452
O -3.211 -1.798 3.320
H -3.465 -2.716 3.180
H -3.952 -1.426 3.811
O 2.926 -3.477 -2.408
H 3.302 -3.416 -3.294
H 2.118 -2.948 -2.456
O -4.546 3.448 0.263
H -4.161 3.495 -0.620
H -5.367 3.950 0.187
O 0.854 7.549 -1.766
H 1.253 7.513 -0.890
H 0.438 6.686 -1.856
O -5.048 -2.825 5.368
H -4.649 -2.853 6.245
H -5.478 -3.683 5.278
O 2.461 -4.339 -5.516
H 2.250 -4.811 -6.329
H 1.651 -4.393 -4.994
O -7.505 2.426 -0.156
H -6.928 2.294 0.606
H -7.742 1.533 -0.427
O 5.633 -3.428 -5.350
H 6.025 -3.366 -6.228
H 4.808 -3.908 -5.495
*
```

These are the natural (NBO) partial charges, in e, on atoms 1 to 5:
1 C -1.119
2 Si 1.785
3 C -1.149
4 C -1.135
5 N -1.188

=====

Entry 3:
C11H29N5OSi2 as an isolated structure. Source: the Open Molecules 2025 dataset; level of theory: the ωB97M-V functional and the def2-TZVPD basis.

Properties
* HOMO level: -5.242 eV
* orbital gap: 3.9 eV

Structure (ORCA input):
```
! RIJCOSX wB97M-V def2-TZVPD def2/J DEFGRID3
* xyz 0 1
C 6.096 -3.190 1.095
C 4.777 -3.085 0.292
O 4.945 -2.327 -0.902
C 4.153 -4.485 -0.049
C 2.690 -4.453 0.354
N 1.982 -3.439 -0.134
C 0.732 -3.648 0.403
N -0.230 -2.791 0.148
N 0.728 -4.743 1.148
N 1.979 -5.282 1.113
H 6.657 -4.118 0.915
H 6.710 -2.308 0.851
H 5.877 -3.095 2.173
H 4.080 -2.504 0.921
H 4.266 -1.640 -0.915
H 4.718 -5.319 0.394
H 4.161 -4.656 -1.139
H 0.031 -1.955 -0.365
H -1.209 -2.931 0.358
H -0.051 -5.124 1.667
H 2.315 -6.125 1.554
C -3.699 -0.138 -0.663
Si -2.554 1.373 -0.586
C -1.675 1.468 -2.258
C -1.261 1.001 0.746
N -3.479 2.734 -0.242
Si -2.820 4.291 -0.086
C -1.990 4.910 -1.666
C -1.575 4.435 1.331
C -4.219 5.502 0.302
H -3.120 -1.048 -0.888
H -4.207 -0.285 0.292
H -4.448 -0.012 -1.446
H -1.272 0.485 -2.541
H -0.835 2.165 -2.233
H -2.368 1.782 -3.039
H -1.709 1.027 1.740
H -0.433 1.711 0.716
H -0.831 -0.005 0.598
H -1.042 4.401 -1.853
H -1.772 5.982 -1.590
H -2.643 4.761 -2.528
H -1.981 4.002 2.247
H -1.341 5.487 1.530
H -0.633 3.934 1.095
H -4.720 5.228 1.233
H -4.956 5.507 -0.504
H -3.826 6.519 0.412
*
```

These are the natural (NBO) partial charges, in e, on atoms 1 to 5:
1 C -0.639
2 C 0.112
3 O -0.716
4 C -0.486
5 C 0.466

=====

Entry 4:
C11H30AlClI2N2P2S as an isolated structure. Source: the Open Molecules 2025 dataset; level of theory: the ωB97M-V functional and the def2-TZVPD basis.

Properties
* HOMO level (alpha / beta): -14.380 / -14.379 eV
* orbital gap (alpha / beta): 4.1 / 4.8 eV

Structure (ORCA input):
```
! RIJCOSX wB97M-V def2-TZVPD def2/J DEFGRID3
* xyz 2 1
I 0.234 0.536 -4.256
I -0.298 2.501 -0.608
Al 0.076 0.151 -1.752
P -2.223 0.054 -0.436
C -3.073 1.087 0.820
C -3.185 0.373 -1.956
H -4.247 0.202 -1.727
H -3.947 -1.570 0.022
H -2.849 -0.309 -2.750
H -2.410 -2.373 -0.483
H -2.886 2.149 0.627
H -3.022 1.404 -2.293
C -2.853 -1.576 0.125
H -4.150 0.866 0.760
H -2.568 -1.730 1.174
H -2.680 0.834 1.817
P 2.222 0.077 -0.435
C 3.052 1.119 0.824
C 2.841 -1.549 0.135
H 2.940 -0.291 -2.719
H 4.301 0.260 -1.656
H 3.054 1.420 -2.260
C 3.241 0.396 -1.915
H 2.405 -2.342 -0.482
H 3.938 -1.545 0.049
H 4.138 0.937 0.746
H 2.696 0.845 1.829
H 2.542 -1.705 1.180
H 2.826 2.176 0.641
Cl -0.059 -2.035 -1.577
C 0.960 2.119 6.599
C -0.142 1.542 5.719
N 0.458 1.055 4.450
C 0.003 -0.036 3.777
S 0.016 -0.130 2.071
N -0.484 -1.084 4.494
C 0.138 -1.563 5.753
C -0.964 -2.139 6.634
H 1.770 1.383 6.728
H 0.571 2.374 7.596
H 1.398 3.018 6.137
H -0.673 0.726 6.218
H -0.873 2.324 5.464
H 0.749 1.804 3.812
H -0.771 -1.852 3.870
H 0.871 -2.344 5.496
H 0.668 -0.741 6.246
H -1.402 -3.034 6.167
H -0.575 -2.394 7.629
H -1.772 -1.400 6.758
*
```

These are the natural (NBO) partial charges, in e, on atoms 1 to 5:
1 I -0.199
2 I 0.019
3 Al 0.818
4 P 1.056
5 C -0.958

=====

In order of appearance, E = -2351.4504 -1882.1071 -1364.4958 -2925.0987 Eh.
In order of appearance, maximum force = 0.7 4.3 2.5 2.5 eV Å⁻¹.